#a
This record from the OMol25 dataset describes 2 unconnected molecules or ions with the total composition CH3O3. The level of theory is ωB97M-V/def2-TZVPD.

```
7
CH3O3, DFT ωB97M-V/def2-TZVPD
O -0.85041 -1.92418 -0.74293
H -0.31088 -1.12551 -0.56037
O -0.01469 1.14503 1.38717
C 0.56180 1.32971 0.31376
O 0.75627 0.54197 -0.64370
H 0.99594 2.35137 0.16113
H -1.13803 -2.31839 0.08494
```

The HOMO energy comes out at -0.156 Ha. The orbital gap is 8.706 eV. The LUMO energy is 4.459 eV. Its total charge is -1.

#b
This record from the OMol25 dataset describes 2 unconnected molecules or ions with the total composition CH3O3. The level of theory is ωB97M-V/def2-TZVPD.

```
7
CH3O3, DFT ωB97M-V/def2-TZVPD
O -0.19357 -1.33558 0.80691
C 0.86051 -0.86815 0.29075
O 0.86921 0.23878 -0.35552
H 1.87816 -1.41656 0.44441
H -0.95320 2.00784 -1.20563
H -0.59582 0.87569 -0.28086
O -1.36217 1.56454 -0.53919
```

The HOMO energy comes out at -0.166 Ha. The orbital gap is 9.187 eV. The LUMO energy is 4.675 eV. Its total charge is -1.

#c
This record from the OMol25 dataset describes 2 unconnected molecules or ions with the total composition CH3O3. The level of theory is ωB97M-V/def2-TZVPD.

```
7
CH3O3, DFT ωB97M-V/def2-TZVPD
O 2.53788 0.25091 1.33684
H 1.64301 0.53729 1.62918
H 2.41242 -0.67337 1.02340
O -1.26973 -1.20866 -1.23836
O -1.43896 0.97919 -1.72392
C -1.69698 -0.03738 -1.00628
H -2.18766 0.15202 -0.02086
```

The HOMO energy comes out at -0.139 Ha. The orbital gap is 7.768 eV. The LUMO energy is 3.984 eV. Its total charge is -1.

#d
This record from the OMol25 dataset describes 2 unconnected molecules or ions with the total composition CH3O3. The level of theory is ωB97M-V/def2-TZVPD.

```
7
CH3O3, DFT ωB97M-V/def2-TZVPD
O -0.28548 1.64688 0.89689
H -0.08442 0.94810 0.23391
H 0.20299 1.37002 1.70498
O 0.49769 -1.31057 0.35617
O -0.26295 0.14467 -0.93237
C 0.03904 -1.03571 -0.71240
H -0.10686 -1.76339 -1.54719
```

The HOMO energy comes out at -0.156 Ha. The orbital gap is 8.886 eV. The LUMO energy is 4.647 eV. Its total charge is -1.

Last place for stability: #c